[1]
DFT (ωB97M-V with the def2-TZVPD basis set) results for C48H81N7PdSi5Te as an isolated structure.

Values from the calculation:
**Net charge**: 0

Cartesian coordinates (Å):
Pd -1.963 -0.445 -0.280
C -1.091 -0.491 -2.173
Si -0.675 1.564 -0.250
C 1.106 -1.400 -0.055
N 0.416 -2.632 -0.390
C 1.032 -3.407 -1.494
C 1.850 -4.616 -1.014
C 2.563 -4.306 0.302
C 1.539 -3.960 1.405
C 0.218 -3.476 0.791
C -0.960 3.015 -1.430
C -0.299 3.193 -2.650
C -0.554 4.300 -3.452
C -1.470 5.263 -3.050
C -2.151 5.103 -1.850
C -1.911 3.984 -1.065
C 0.399 2.247 1.147
C 0.005 3.429 1.792
C 0.705 3.929 2.884
C 1.805 3.238 3.376
C 2.208 2.059 2.759
C 1.517 1.572 1.657
H -1.086 -1.366 -2.815
H -1.498 0.364 -2.711
H 2.185 -1.514 0.108
H 0.650 -0.984 0.844
H 1.684 -2.742 -2.062
H 0.246 -3.745 -2.177
H 2.568 -4.886 -1.790
H 1.193 -5.480 -0.872
H 3.247 -3.469 0.143
H 3.178 -5.153 0.605
H 1.942 -3.187 2.063
H 1.333 -4.832 2.033
H -0.362 -2.923 1.528
H -0.391 -4.329 0.479
H 0.447 2.481 -2.983
H -0.026 4.410 -4.391
H -1.649 6.135 -3.667
H -2.872 5.848 -1.530
H -2.480 3.862 -0.142
H -0.848 3.991 1.417
H 0.398 4.860 3.347
H 2.356 3.624 4.225
H 3.074 1.520 3.129
H 1.882 0.674 1.175
C -3.938 0.435 4.493
N -3.518 1.460 3.541
C -2.588 2.453 4.070
C -3.418 1.138 2.170
N -2.901 0.042 1.690
C -2.183 -0.867 2.495
C -1.082 -0.491 3.222
C -0.498 -1.387 4.143
C -1.043 -2.621 4.348
C -2.109 -3.080 3.530
C -2.633 -4.389 3.671
C -3.583 -4.839 2.804
C -3.989 -4.045 1.710
C -3.501 -2.769 1.525
N -3.657 -2.123 0.285
C -4.756 -2.145 -0.401
N -4.742 -2.244 -1.761
C -5.648 -1.457 -2.590
C -3.584 -2.833 -2.439
N -6.011 -2.013 0.163
C -7.086 -2.912 -0.239
C -6.133 -1.506 1.519
C -2.623 -2.226 2.520
N -4.048 2.039 1.363
C -4.324 1.812 -0.053
C -4.657 3.263 1.886
H -4.524 0.919 5.277
H -3.110 -0.094 4.964
H -4.576 -0.298 3.999
H -1.801 1.979 4.665
H -3.112 3.174 4.706
H -2.103 2.995 3.259
H -0.681 0.509 3.097
H 0.356 -1.062 4.727
H -0.641 -3.285 5.104
H -2.255 -5.027 4.462
H -3.986 -5.838 2.910
H -4.637 -4.468 0.948
H -6.158 -2.089 -3.320
H -5.088 -0.690 -3.133
H -6.393 -0.969 -1.970
H -2.657 -2.558 -1.965
H -3.564 -2.477 -3.467
H -3.660 -3.922 -2.449
H -6.863 -3.365 -1.201
H -8.031 -2.371 -0.317
H -7.211 -3.711 0.501
H -5.320 -0.813 1.723
H -6.111 -2.303 2.267
H -7.082 -0.974 1.608
H -4.052 2.690 -0.639
H -5.394 1.618 -0.183
H -3.767 0.975 -0.427
H -3.972 4.114 1.833
H -4.968 3.131 2.915
H -5.531 3.498 1.281
C 2.673 1.116 -4.868
Si 4.160 0.437 -3.911
C 4.146 -1.430 -4.183
C 5.645 1.130 -4.846
Si 4.118 0.869 -1.629
Te 0.932 0.076 -1.636
Si 5.544 -0.518 -0.452
C 7.347 0.043 -0.403
C 5.563 -2.304 -1.060
C 4.963 -0.546 1.345
Si 4.790 3.045 -1.187
C 3.426 4.255 -1.653
C 6.342 3.582 -2.116
C 5.155 3.301 0.643
H 2.786 0.893 -5.936
H 2.595 2.207 -4.759
H 1.725 0.678 -4.539
H 3.909 -1.683 -5.225
H 3.397 -1.911 -3.540
H 5.120 -1.867 -3.936
H 5.675 0.764 -5.882
H 6.584 0.851 -4.354
H 5.599 2.225 -4.876
H 7.758 0.087 -1.419
H 7.977 -0.634 0.193
H 7.427 1.048 0.030
H 6.205 -2.402 -1.943
H 4.558 -2.645 -1.345
H 5.944 -2.981 -0.285
H 4.848 0.479 1.721
H 5.683 -1.068 1.991
H 3.990 -1.050 1.443
H 3.207 4.196 -2.729
H 3.705 5.293 -1.423
H 2.500 4.022 -1.112
H 6.151 3.630 -3.195
H 7.153 2.861 -1.956
H 6.695 4.570 -1.789
H 4.265 3.101 1.251
H 5.466 4.337 0.829
H 5.958 2.640 0.989

Force components x, y, z for each atom (eV/Å):
-0.6714 1.0759 0.1880
-0.1257 0.2387 1.2022
0.8030 -0.9571 -0.9589
-0.0088 -0.5453 -0.1264
0.2054 0.0395 -0.1502
-0.0616 0.0584 0.3225
-0.0036 0.0813 0.0776
-0.1535 0.0423 0.0130
0.0186 -0.0716 -0.0976
0.0553 0.0866 -0.0778
-0.5496 0.0458 0.0432
-0.0217 0.0791 0.1435
-0.0392 0.0252 0.0395
0.0395 -0.0564 0.0015
-0.0133 -0.0124 -0.0005
0.1245 -0.0304 0.0241
-0.4723 -0.0792 0.5373
0.1165 -0.0368 -0.1217
0.0274 -0.0272 -0.0210
-0.0401 0.0007 -0.0227
-0.0367 -0.0075 -0.0168
-0.0648 0.1139 0.0065
-0.1546 -0.2822 0.1834
0.0763 0.1183 -0.2157
0.0217 0.1606 -0.0891
-0.0403 0.0125 -0.0399
0.0318 0.1001 -0.0377
-0.0330 0.0355 -0.0084
0.0009 -0.0356 0.0042
0.0103 -0.0014 -0.0248
-0.0249 -0.0354 0.0563
0.0471 0.0050 0.0101
0.0198 -0.0207 0.0246
0.0252 0.0378 -0.0101
-0.0211 0.0341 -0.0231
-0.0460 0.0063 0.0151
0.0202 -0.0079 -0.0042
0.0043 0.0045 0.0456
-0.0075 -0.0432 0.0163
0.0402 -0.0577 -0.0189
0.2015 0.1012 -0.1113
0.0976 -0.0280 0.0371
-0.0013 -0.0502 -0.0248
-0.0269 -0.0234 -0.0407
-0.0302 0.0365 -0.0507
0.0453 0.0711 0.0244
-0.0630 0.1801 -0.2406
0.3088 -0.2555 0.0327
-0.1902 -0.0500 -0.0015
-0.2281 -0.2559 0.1757
0.3796 0.3378 -0.2239
-0.1635 0.0583 0.1200
0.0659 0.0826 0.0898
-0.0263 0.0982 0.0326
0.0030 -0.0569 -0.0094
-0.0393 0.1055 -0.0508
0.0195 0.0093 0.0380
-0.0967 0.0268 -0.1136
-0.0279 0.0583 0.0126
-0.0149 -0.0686 -0.1246
0.6677 -0.1147 -0.3130
-0.2871 -0.0316 0.1578
0.2051 0.2238 -0.1225
0.0794 -0.1032 0.0378
-0.4342 -0.1285 0.0084
-0.0378 -0.2822 0.1976
0.0213 0.1414 -0.0087
-0.0771 0.0469 -0.1282
-0.0394 -0.0312 -0.0269
0.1124 0.2282 -0.1107
-0.3292 0.2821 0.2446
0.0705 -0.2035 -0.0643
-0.0202 0.0136 0.0060
0.1841 -0.0648 0.0084
0.0217 0.0265 -0.0159
0.0266 -0.0319 -0.0320
-0.0093 -0.0233 -0.0039
-0.0559 -0.0211 0.0137
-0.0370 -0.0101 0.0758
-0.0155 -0.0089 -0.0430
-0.0207 0.0192 -0.0511
-0.0045 0.0404 -0.0291
0.0047 0.0163 -0.0156
0.0585 -0.0353 0.0259
-0.0123 -0.0195 -0.0014
0.0170 -0.0113 0.0046
-0.0053 0.0040 0.0209
0.2576 0.1345 0.2163
-0.0108 0.0192 0.0061
-0.0454 -0.0091 -0.0216
0.0143 0.0188 0.0122
0.0122 0.0138 -0.0037
0.0149 0.0008 0.0206
0.0079 0.0003 -0.0242
0.0109 -0.0431 0.0218
-0.0219 0.0099 -0.0206
-0.1038 -0.1025 0.0142
-0.0117 0.0207 0.0255
0.2211 -0.3530 -0.1400
0.0302 -0.0180 -0.0183
-0.0081 -0.0396 0.0794
-0.0099 -0.0276 -0.0248
-0.1734 0.2090 0.0591
0.2543 0.0421 -0.0074
-0.0801 -0.2215 -0.0279
0.1832 0.0220 -0.1213
-0.6301 -0.0530 0.4044
0.3763 -0.0442 -0.7197
0.1887 0.2044 -0.1712
0.2050 -0.0115 0.0780
-0.1049 -0.1956 -0.0813
-0.0862 -0.0133 0.2677
0.1405 -0.1391 -0.1636
-0.2236 0.1812 -0.0623
0.1589 0.1331 -0.0964
-0.0245 -0.0133 0.2437
0.0156 0.0278 0.1013
0.0178 -0.1769 -0.0212
0.0572 0.0252 -0.0330
0.0524 0.0419 0.1243
0.1074 0.0477 -0.1053
-0.1485 0.0432 -0.0410
-0.0098 0.0572 0.1385
-0.1120 0.0563 -0.0799
0.0298 -0.1690 -0.0127
-0.0376 0.0046 0.1254
-0.0909 0.1058 -0.0875
0.0170 -0.1403 -0.0783
-0.0807 -0.0055 0.1113
0.2040 0.0414 0.0098
-0.0236 0.0766 -0.0861
0.0126 -0.1659 -0.0561
-0.1025 0.0576 -0.0691
0.1438 0.0885 0.0000
0.0152 0.0142 0.1580
-0.0325 -0.1484 -0.0441
0.1114 0.0280 -0.0745
0.0553 -0.0049 0.1633
-0.0764 0.0843 -0.0290
-0.0613 -0.1228 -0.0433
0.1209 0.0196 -0.0672
-0.0237 -0.0988 -0.0186
-0.0972 0.0946 -0.0246



[2]
DFT (ωB97M-V with the def2-TZVPD basis set) results for a 13-piece molecular cluster, C48H84ClN12O4 overall.

Values from the calculation:
**Net charge**: -1

Cartesian coordinates (Å):
Cl 1.773 -19.337 29.760
O 2.744 -20.367 30.133
O 1.795 -18.261 30.698
O 2.088 -18.835 28.452
O 0.529 -19.911 29.700
C 4.579 -22.818 25.767
C 4.333 -21.275 26.116
C 2.933 -20.798 25.792
C 2.301 -21.182 24.494
N 1.830 -21.509 23.500
H 3.645 -23.369 25.877
H 5.378 -23.221 26.389
H 4.840 -23.027 24.729
H 5.060 -20.634 25.618
H 4.476 -21.114 27.185
H 2.942 -19.724 25.609
H 2.214 -21.077 26.563
C 0.483 -20.272 35.892
C 0.483 -20.530 34.365
C 1.828 -21.080 33.797
C 3.129 -20.391 34.010
N 4.108 -19.806 34.218
H -0.498 -19.850 36.108
H 1.098 -19.407 36.142
H 0.603 -21.191 36.466
H 0.310 -19.562 33.895
H -0.274 -21.263 34.088
H 1.746 -21.390 32.755
H 2.035 -22.073 34.197
C 7.484 -14.876 25.798
C 6.456 -15.863 26.428
C 7.224 -17.101 27.140
C 8.109 -16.757 28.314
N 8.812 -16.532 29.181
H 8.183 -14.526 26.558
H 7.059 -14.007 25.297
H 8.189 -15.311 25.088
H 5.890 -16.293 25.601
H 5.748 -15.442 27.142
H 7.702 -17.709 26.372
H 6.449 -17.662 27.662
C -1.856 -22.146 27.004
C -2.106 -23.665 27.235
C -2.783 -24.433 26.089
C -2.717 -25.965 26.070
N -2.709 -27.152 26.183
H -1.457 -21.566 27.836
H -2.720 -21.693 26.519
H -1.109 -22.107 26.211
H -2.723 -23.819 28.121
H -1.121 -24.099 27.404
H -2.343 -24.115 25.144
H -3.804 -24.071 25.971
C -3.621 -20.317 32.022
C -3.358 -21.496 31.020
C -4.390 -22.649 30.936
C -5.798 -22.278 31.130
N -6.914 -21.994 31.321
H -4.405 -19.605 31.765
H -2.736 -19.691 32.137
H -3.861 -20.761 32.988
H -2.434 -21.898 31.437
H -3.232 -20.996 30.060
H -4.129 -23.409 31.672
H -4.308 -23.054 29.927
C 4.270 -24.692 30.359
C 4.265 -24.113 31.787
C 4.691 -25.033 32.913
C 3.979 -24.622 34.222
N 3.445 -24.296 35.165
H 4.104 -24.061 29.487
H 3.523 -25.485 30.341
H 5.223 -25.207 30.235
H 3.317 -23.576 31.820
H 5.033 -23.340 31.783
H 5.762 -24.980 33.109
H 4.363 -26.059 32.750
C 0.132 -23.119 29.513
C 0.463 -24.549 29.772
C -0.213 -25.331 30.937
C -0.001 -24.571 32.225
N 0.097 -24.000 33.216
H -0.898 -22.924 29.812
H 0.445 -22.908 28.491
H 0.826 -22.578 30.157
H 1.534 -24.649 29.951
H 0.279 -25.073 28.834
H 0.121 -26.356 31.097
H -1.289 -25.426 30.787
C 0.123 -18.181 25.078
C 1.410 -17.338 24.723
C 1.606 -17.213 23.199
C 2.612 -16.239 22.836
N 3.372 -15.377 22.570
H 0.034 -18.270 26.161
H 0.231 -19.169 24.630
H -0.762 -17.725 24.633
H 2.273 -17.759 25.239
H 1.240 -16.393 25.238
H 0.764 -16.936 22.564
H 2.007 -18.176 22.883
C 7.422 -20.611 30.539
C 6.691 -20.691 31.879
C 7.459 -21.542 33.027
C 8.885 -21.099 33.314
N 9.924 -20.759 33.564
H 6.641 -20.701 29.785
H 8.110 -21.418 30.287
H 7.903 -19.651 30.352
H 5.749 -21.212 31.703
H 6.389 -19.716 32.260
H 7.418 -22.567 32.658
H 6.872 -21.607 33.943
C 4.784 -14.629 31.451
C 4.102 -15.601 32.442
C 4.962 -16.909 32.694
C 6.200 -16.667 33.492
N 7.226 -16.511 33.997
H 5.839 -14.779 31.220
H 4.464 -13.638 31.772
H 4.264 -14.599 30.494
H 3.193 -15.787 31.869
H 3.795 -14.987 33.289
H 5.182 -17.277 31.692
H 4.250 -17.503 33.267
C -1.240 -15.490 32.412
C -1.045 -16.582 33.410
C -0.586 -16.185 34.820
C -1.378 -15.105 35.561
N -2.069 -14.323 36.045
H -0.387 -14.919 32.044
H -1.848 -14.710 32.869
H -1.841 -15.832 31.569
H -0.376 -17.321 32.969
H -1.916 -17.231 33.498
H 0.398 -15.716 34.810
H -0.610 -17.083 35.437
C -1.404 -14.931 27.531
C -1.737 -15.552 28.888
C -1.972 -17.186 28.993
C -3.322 -17.620 28.469
N -4.279 -18.025 27.925
H -1.083 -13.920 27.784
H -2.297 -14.827 26.914
H -0.651 -15.478 26.964
H -2.588 -15.096 29.394
H -0.860 -15.304 29.485
H -1.879 -17.582 30.005
H -1.215 -17.746 28.445

Force components x, y, z for each atom (eV/Å):
4.1564 0.4399 -0.1879
-0.1869 0.5462 0.0041
0.0883 0.5372 0.7467
0.5758 0.4211 -0.8161
-4.7577 -1.9942 0.1768
-0.3159 1.3116 0.1373
0.4983 -1.7112 -0.6552
-1.0088 0.4607 -1.3350
0.9871 -0.8167 0.7819
-0.2416 0.1024 -0.3183
0.0363 -0.1108 0.5435
-0.2126 -0.1042 0.0692
0.1832 0.5272 -0.1121
0.0777 -0.1638 -0.1369
-0.0677 -0.0768 0.0106
-0.0417 0.2790 1.0606
0.0544 0.3560 0.1347
-0.9614 0.3781 -1.0929
1.6378 0.3955 0.4141
0.5158 -1.1602 0.1605
-0.3608 1.0794 0.1385
-0.8935 -0.8131 -0.2248
-0.4033 -0.3679 0.2066
0.7852 -0.5874 0.2067
0.4125 0.3307 0.1626
-0.3308 -0.1278 -0.3155
-0.0204 0.1741 -0.0507
-0.0855 0.7994 -0.3873
-0.2582 -0.1882 0.6664
0.1845 0.0408 0.8324
1.9816 -0.9340 -0.2295
-1.1692 1.5400 0.7882
-0.8579 -0.2358 -2.6391
0.5991 0.2712 0.9927
-0.2438 0.3242 0.3301
-0.2913 -0.0987 0.1755
-0.4516 -0.6195 -0.2597
-0.2000 -0.1832 0.1854
0.2725 0.3255 -0.0977
0.2853 0.0238 0.4005
-0.1811 -0.4809 -0.4759
-0.2319 -1.0402 -1.5866
0.3672 -0.0290 0.7051
0.2435 -0.2881 -1.1428
-0.2836 -2.6659 1.3813
0.0640 4.8104 -0.6578
-0.4059 -0.3020 0.1409
-0.2404 0.3134 0.5065
0.3203 0.1865 -0.0412
0.1697 -0.0581 0.2382
-0.1759 -0.2405 0.2143
0.3276 -0.0725 -0.1321
-0.2857 -0.5210 0.2322
-0.3783 -0.6889 0.0076
-0.2939 1.7369 1.0517
0.1601 0.6575 -0.1035
-1.8896 0.6772 0.5174
2.1805 -0.5617 -0.4262
-0.3156 -0.3985 -0.2782
0.2860 -0.3210 -0.0509
-0.0236 0.2497 0.2227
0.2010 -0.2825 -0.7651
0.3166 -0.5457 -0.2094
-0.1451 -0.1160 -0.0942
-0.0191 -0.3745 0.1096
0.5389 -1.6884 0.8522
0.5703 1.7968 -1.9534
-1.9520 0.1519 1.8901
2.0119 -0.9666 -3.3453
-1.0172 0.5949 1.8097
-0.0129 0.5095 0.5467
-0.1378 -0.1392 -0.2489
0.1570 -0.0460 -0.3945
-0.1286 -0.2316 1.0888
-0.1960 0.4352 0.0167
-0.0864 -0.1935 -0.1694
0.2636 -0.1450 -0.0888
0.8651 0.1317 1.3921
0.5073 -2.3094 -0.2278
-0.0598 1.4755 0.6106
-0.5055 -0.7604 -0.7933
0.1265 0.0984 -0.0984
0.0070 0.4945 -0.5776
-0.6044 0.4009 0.0764
-0.4680 0.7561 -0.0078
0.0996 0.0476 -0.1554
-0.1051 -0.6334 0.1746
0.4355 0.1390 -0.2620
-0.1397 0.2427 0.0079
1.3527 0.2089 -0.7260
-2.0078 -0.0137 0.7453
0.8163 -0.4588 0.4051
2.7779 3.3071 -0.6168
-2.1744 -2.6727 0.7445
-0.0914 -0.0235 -0.0792
-0.1469 -0.1904 0.1490
-0.0367 0.1011 0.1877
0.1319 -0.1157 -0.4062
0.2388 0.3996 -0.4412
-0.5276 -0.3646 0.5122
-0.3264 -0.1920 -0.3777
-0.5813 0.2726 -0.5077
0.8186 -0.9110 1.3185
-0.0290 0.9343 -1.2376
-5.2311 -1.6334 -1.0599
3.4228 1.0455 0.7168
-0.0313 0.1670 -0.2595
0.1776 -0.0575 0.5011
0.2346 -0.0959 0.2396
-0.0125 -0.1189 0.2631
0.3039 0.0207 0.0081
0.6935 -0.1143 -0.0868
0.1422 0.5848 0.1219
-0.9267 0.6613 -0.3219
1.0470 0.5263 -1.4835
-1.5229 2.0165 0.8306
-0.0805 -0.1594 -0.7801
-0.7361 -0.0109 -0.0918
0.0532 0.3476 0.5506
1.1311 0.4435 0.2761
0.0754 -0.7811 -0.3588
-0.2118 -1.0831 0.6374
0.3495 -0.7002 0.5510
0.1444 -0.4922 0.3546
0.6493 -0.8189 -0.2327
-1.2679 1.3065 -0.0370
0.2451 -0.9005 0.0314
-0.3078 1.2422 0.6366
-0.3563 -1.2978 -1.2664
0.3854 -0.0819 0.0330
0.4670 -0.6312 0.0692
-0.2914 0.1410 0.0992
0.2889 -0.0885 -0.0655
0.7938 0.1103 0.3837
-0.6181 0.5290 0.1181
0.3749 -0.5701 -0.1217
0.3416 0.1787 0.1931
-1.1621 -0.1069 0.2696
0.3816 -2.1764 0.4988
-0.6937 1.4464 -0.6799
-0.6976 -0.6355 -1.3262
2.0784 1.0502 1.4907
0.2928 0.0194 -0.4168
0.0164 -0.1043 -0.1799
0.1097 0.0828 0.2133
-0.0560 0.1852 -0.2961
-0.0828 -0.5010 0.4045
-0.0557 0.4393 0.1888
0.0203 0.1583 -0.2601



Quick rundown of frontier orbital gap, same order as above: 4.67, 9.47 eV
Quick rundown of E, same order as above: -111682.4744, -89721.5441 eV
Quick rundown of ΔE to the lowest compared entry with this formula, charge and spin, same order as above: 3.501, 0.000 eV